ORCA calculation (ωB97M-V with the def2-TZVPD basis set) on a structure of composition C29H57Ag4N3O9Zn in a non-equilibrium geometry.

Each line ends with the Mulliken charge.
Geometry (Å):
Ag  1.04226  -1.50954  -4.41529  0.74
Ag  -2.22030  -2.24528  -1.59836  0.99
Ag  0.58884  2.40159  -3.59415  0.35
Ag  -3.34991  1.52065  -1.33638  0.68
Zn  -1.69869  0.13037  -4.08414  0.28
O  0.72434  -1.34916  1.24036  -0.07
O  -0.38134  -0.82086  -2.62327  -0.39
O  -0.99804  -0.14390  -0.58797  -0.60
O  2.07957  2.63719  -1.17404  0.29
O  -3.12329  -1.36919  -3.80807  -0.84
O  -4.25508  -0.73357  -2.08971  -0.75
O  -5.04436  -3.21316  -0.60661  -0.62
O  -3.63702  0.65834  -3.73588  -0.84
O  -1.10885  1.15509  -2.38968  -0.58
N  -3.80082  -3.69964  -0.14867  1.09
N  1.50547  -0.44789  1.99627  0.59
N  1.85285  3.79405  -1.97309  0.55
C  1.90896  6.57545  -2.77495  -0.74
C  -3.65541  -5.25995  -2.07925  -1.70
C  3.10649  4.28238  -2.60252  1.24
C  3.43144  -2.13656  2.10814  -1.85
C  -0.36528  0.35977  3.27412  -1.59
C  -3.41824  -3.14287  1.19067  1.50
C  0.87033  4.71132  -1.31278  1.56
C  -1.60970  -4.95643  1.18210  -1.22
C  -4.46590  -6.09817  0.18169  -1.84
C  0.98368  -0.31072  3.37777  1.56
C  0.65444  5.94729  -2.19946  -1.30
C  -2.08803  -5.39328  -0.20863  -1.01
C  3.12528  -0.41608  0.19899  -1.60
C  -0.65506  0.09640  -1.74935  0.97
C  -3.69880  -1.65794  1.17338  -1.81
C  -3.57130  -5.11543  -0.56063  1.35
C  -4.18269  -3.76565  2.38415  -1.78
C  1.89761  0.75539  4.04229  -1.21
C  2.80038  5.55013  -3.43096  -1.13
C  3.80601  0.30416  2.48397  -1.16
C  4.26319  4.68492  -1.64308  -1.50
C  2.92604  -0.72008  1.71361  1.86
C  3.37973  0.41665  3.95746  -0.76
C  -3.95952  -0.51321  -3.29688  1.17
C  -1.95060  -3.46623  1.41099  0.11
C  1.25531  5.17312  0.09562  -1.58
C  3.59526  3.26066  -3.57961  -1.86
C  -0.45818  3.96821  -1.20199  -2.00
C  0.97749  -1.59213  4.17244  -1.19
H  -0.88120  3.84668  -2.20607  0.42
H  2.44918  5.27601  -4.43118  0.40
H  4.00046  -2.20152  3.03348  0.36
H  -0.26540  1.19970  2.58284  0.19
H  -4.76523  -6.91308  -0.47977  0.48
H  4.46584  3.69466  -4.07749  0.46
H  3.60539  -0.46872  4.55614  0.33
H  -1.24098  -2.95895  0.73664  -0.56
H  -3.49043  -1.28277  2.18060  0.50
H  2.32303  0.12988  -0.29471  -0.01
H  3.95406  1.21551  4.43275  0.45
H  2.88051  3.02160  -4.38222  0.34
H  0.21317  -0.78353  0.64192  0.22
H  -4.27062  -4.84958  2.34320  0.38
H  -5.20665  -3.39714  2.30533  0.42
H  1.75871  1.73966  3.59174  0.25
H  1.42195  4.30214  0.73902  0.30
H  3.61274  1.28866  2.05125  0.14
H  -4.70673  -5.18667  -2.36392  0.42
H  2.45860  7.22294  -2.08901  0.37
H  4.06641  0.11682  0.04338  0.48
H  -5.41098  -5.60032  0.41566  0.40
H  -0.00673  5.65945  -3.02634  0.33
H  3.73244  6.09044  -3.60691  0.37
H  0.73161  -1.51878  5.23426  0.40
H  0.50912  5.81465  0.55453  0.48
H  2.21705  5.68736  0.13362  0.31
H  -2.10195  -5.47381  2.01027  0.42
H  -1.88108  -6.46515  -0.26897  0.46
H  0.23357  -2.29750  3.79181  -0.12
H  -0.54573  -5.14651  1.31358  0.47
H  -3.66302  -3.58177  3.32191  0.37
H  -0.66494  0.81631  4.22006  0.46
H  -4.07916  -6.51752  1.10691  0.33
H  -1.16174  -0.32008  2.96377  0.04
H  0.10956  6.71273  -1.64515  0.40
H  1.65886  0.77787  5.10756  0.49
H  3.86613  5.31863  -0.85472  0.29
H  5.10787  5.08377  -2.19453  0.49
H  -1.55354  -3.21081  2.39421  0.41
H  -1.16754  4.64173  -0.71349  0.47
H  1.56496  7.28030  -3.53655  0.41
H  -4.76913  -1.44270  1.11602  0.51
H  -4.86669  -2.36248  -1.03568  0.30
H  2.61772  2.94804  -0.42401  0.27
H  4.12373  -2.46446  1.32642  0.55
H  -3.27321  -6.19958  -2.47264  0.45
H  3.26852  -1.35185  -0.35179  0.29
H  3.94581  2.32907  -3.12894  0.22
H  4.84978  -0.00522  2.50133  0.48
H  -1.42929  -4.96106  -0.97197  0.20
H  -3.22341  -1.01802  0.42465  -0.03
H  4.66591  3.80264  -1.13207  0.35
H  -0.35482  3.09256  -0.56388  0.22
H  -3.09346  -4.44360  -2.54372  0.15
H  2.64378  -2.88983  2.10670  0.25
H  1.93863  -2.10304  4.13554  0.38

**Gap between HOMO and LUMO**: 2.95 eV
**Net charge**: +2

=====

ORCA calculation (ωB97M-V with the def2-TZVPD basis set) on a structure of composition C29H57AgN3O9 in a non-equilibrium geometry.

Each line ends with the Mulliken charge.
Geometry (Å):
Ag  1.49229  -0.25570  0.74319  2.60
O  0.54495  -2.54969  1.06253  -0.89
O  3.58953  -1.57767  0.48471  -0.72
O  0.56400  1.78740  1.64755  0.02
O  3.81816  -2.98191  2.35285  -0.71
O  -1.80639  -2.30116  2.12885  -0.48
O  1.15067  -2.06876  -1.04772  -0.83
O  1.45684  0.44158  -2.15426  -0.10
O  4.95142  -3.18915  0.68078  -0.80
O  1.23744  -4.10026  -0.37791  -0.86
N  0.82017  0.96338  -3.29105  -0.02
N  -3.06000  -1.91714  1.61106  0.56
N  1.87171  1.66206  2.21602  -0.10
C  0.81622  -2.93433  -0.15837  0.16
C  -4.29596  -3.94278  1.48200  -2.09
C  1.23536  2.06105  4.58982  -1.96
C  -4.78169  -0.13678  1.18517  -1.57
C  0.85993  -0.23724  3.63746  -2.19
C  3.00713  2.48695  1.74803  3.84
C  1.45025  0.29743  -4.46628  1.80
C  -2.74892  -3.56023  -0.30864  -2.38
C  -3.74168  -2.80443  0.66319  2.22
C  -0.62091  0.82848  -5.78891  -0.83
C  -3.36505  -0.53119  1.78194  1.56
C  -2.35811  0.30241  0.87869  0.32
C  1.76672  1.04608  3.58117  2.56
C  1.36356  -1.25861  -4.60441  -1.72
C  2.86472  3.96807  2.07791  -2.69
C  4.32708  1.90636  2.39999  -1.44
C  2.99036  0.68878  -4.41450  -1.81
C  -0.61387  1.08626  -3.17230  1.98
C  0.93852  0.84949  -5.82725  -1.47
C  -1.20454  -0.34426  -2.83769  -1.69
C  -4.74719  -2.25626  -0.37303  -1.06
C  -0.88819  2.20497  -2.13651  -1.67
C  -1.20135  1.44072  -4.54317  -1.23
C  -5.03441  -0.78084  -0.19069  -0.15
C  4.26192  1.58564  3.88780  -0.78
C  3.18080  0.50385  4.02999  -1.36
C  -3.24973  -0.18825  3.29439  -1.78
C  3.03720  2.38076  0.24361  -2.92
C  4.22811  -2.30330  1.31784  0.41
H  1.25141  -1.11167  3.11425  0.21
H  3.52961  1.43388  -0.00949  0.36
H  -2.38054  1.39309  0.90856  0.39
H  -1.13396  1.12232  -6.70898  0.45
H  -1.02954  -1.04035  -3.65497  0.39
H  2.11604  2.47974  -0.32355  0.17
H  1.30007  -1.82772  -3.67428  0.12
H  -3.15692  -4.27268  -1.02030  0.47
H  3.34188  -0.45319  3.53010  0.17
H  1.44278  0.50232  -6.72958  0.43
H  -1.19583  -2.52288  1.39112  0.35
H  -5.73030  -2.73272  -0.32767  0.30
H  -1.93391  2.43109  -1.91430  0.32
H  0.16334  2.00014  4.78704  0.37
H  -0.86453  -0.23590  -5.87837  0.33
H  -3.66805  -4.25692  2.31465  0.26
H  -1.97614  -4.04330  0.30060  0.75
H  -1.15706  2.53311  -4.60877  0.41
H  5.18094  1.30703  4.40048  0.34
H  3.65194  -0.01721  -3.90430  0.45
H  3.85922  2.51621  4.30020  0.22
H  0.15839  2.49933  2.16591  0.20
H  -4.58832  -4.78956  0.85448  0.44
H  -4.41226  -2.36267  -1.40369  0.35
H  -3.55327  0.82036  3.58999  0.39
H  -0.70911  -0.73320  -1.94551  0.27
H  1.34399  3.11164  4.31520  0.17
H  3.90396  2.92100  -0.15457  0.59
H  -0.60479  1.64508  -1.24105  -0.09
H  -4.91799  0.93972  1.08105  0.41
H  1.24070  1.90242  -5.87898  0.49
H  1.82256  1.92802  5.49975  0.41
H  -5.51272  -0.43167  1.94641  0.42
H  3.05163  0.25567  5.08639  0.53
H  -2.26692  -0.16917  -2.65428  0.26
H  -0.34549  3.13076  -2.31174  0.50
H  -0.04407  0.06559  3.10042  -0.04
H  3.87273  4.38248  2.00944  0.34
H  3.50529  0.84901  -5.36356  0.39
H  1.08615  -0.45623  -2.02084  0.01
H  -1.98699  -2.87800  -0.70278  0.25
H  -2.27625  1.24538  -4.55385  0.36
H  0.57296  -1.53643  -5.30088  0.34
H  -1.38749  -0.07356  1.18608  -0.99
H  -5.25037  -3.72395  1.97797  0.43
H  0.36596  -0.55690  4.55727  0.67
H  4.58381  0.98205  1.87451  0.20
H  3.16926  1.50929  -3.71685  0.28
H  5.11637  2.57052  2.03841  0.69
H  -3.75091  -0.86682  3.98625  0.44
H  2.17933  4.56455  1.47317  0.36
H  2.33639  -1.52426  -5.02053  0.58
H  -2.46973  0.00126  -0.16288  -0.40
H  -2.20817  -0.18240  3.62076  0.06
H  2.51608  4.23784  3.07763  0.41
H  -4.25012  -0.25774  -0.74298  -0.14
H  -6.00813  -0.49555  -0.59245  0.45

**Gap between HOMO and LUMO**: 1.47 eV
**Net charge**: -3

=====

Calculated calculated total energy (Eh), listed in the same order as above: -4347.0667; -2127.0424
Calculated E_HOMO (eV), listed in the same order as above: -12.15; 4.26